A molecular structure, C24H30N2O4S at a distorted geometry. Source: OMol25; level of theory: ωB97M-V/def2-TZVPD.

XYZ file:
```
61
Properties=species:S:1:pos:R:3:forces:R:3
C 1.758 3.447 3.339 -4.4 5.5 -2.7
C 0.272 3.352 2.720 4.4 10.6 0.6
H 0.154 3.907 1.702 0.3 0.3 1.6
H -0.381 3.705 3.454 -1.7 1.0 1.1
O 0.263 2.174 2.506 -1.8 -15.9 -2.6
C -0.883 1.505 2.027 1.1 -2.8 -1.1
C -1.917 2.271 1.808 -4.9 3.0 -3.8
C -3.120 1.958 0.953 3.0 -3.4 2.6
C -3.239 0.578 0.694 -2.5 3.3 0.3
C -2.299 -0.290 1.147 2.2 -6.0 -1.1
C -1.044 -0.002 1.539 1.5 5.7 3.6
O -0.032 -0.821 1.780 0.0 -0.8 1.3
C 0.740 -0.555 3.111 -2.4 -12.9 -1.9
C -0.031 -0.798 4.301 7.9 9.8 3.9
H -0.642 -1.463 4.375 -6.4 -8.4 0.3
H -0.532 0.092 4.540 -1.5 1.5 0.2
H 0.684 -0.709 5.334 -1.4 -0.9 -3.0
H 1.374 -1.700 3.029 -1.0 3.6 0.0
H 1.289 0.132 2.807 5.0 6.7 -1.1
H -2.337 -1.517 0.963 -0.5 3.3 0.3
C -4.460 0.063 0.016 0.7 -7.1 3.5
H -4.423 -1.295 0.095 0.1 3.7 0.3
H -5.437 0.239 0.480 0.4 0.4 -0.1
C -4.496 0.268 -1.357 -3.7 5.3 -7.3
N -3.250 0.305 -2.342 -3.3 2.9 5.8
C -3.080 -0.952 -2.719 14.6 9.2 -2.4
O -3.809 -1.739 -2.734 -11.8 -13.1 -0.2
C -1.592 -1.111 -3.330 -0.9 2.1 5.7
H -1.429 -1.980 -3.775 0.1 -3.2 -3.3
H -1.329 -0.173 -3.639 0.6 2.0 -2.4
C -0.577 -1.306 -2.140 -1.6 2.3 2.3
C -0.006 0.115 -1.460 2.1 -8.0 0.1
O -0.701 1.023 -1.526 -2.5 5.9 -0.1
N 1.185 0.051 -0.699 -0.7 -4.1 -0.8
C 2.053 -1.112 -0.611 -1.6 -4.4 -1.6
C 1.512 -2.490 -0.308 -5.0 13.0 -1.1
C 2.424 -3.285 -0.119 5.0 -16.1 4.5
C 3.728 -3.531 -0.247 -4.0 15.1 -2.9
C 4.243 -2.129 -0.870 -3.2 -10.1 3.5
C 3.467 -1.167 -1.040 -9.0 7.1 1.0
S 4.013 0.412 -1.423 8.7 -2.6 -1.7
C 2.837 1.433 -1.357 -7.1 11.7 -2.3
C 1.836 1.213 -0.329 -4.6 3.0 -2.2
H 0.983 2.003 -0.161 2.0 -1.0 -0.6
H 2.334 1.108 0.500 2.3 -0.8 5.3
H 3.043 2.708 -1.120 1.0 -3.6 -0.4
H 2.171 1.813 -2.290 1.6 -1.8 1.0
H 5.142 -1.895 -0.964 8.3 1.0 -1.2
H 4.420 -4.094 -0.408 6.9 -7.9 -0.6
H 2.177 -4.456 0.350 -1.0 2.8 -1.0
H 0.523 -2.418 0.097 -0.4 -0.9 -0.1
H 0.265 -1.855 -2.434 0.9 -1.3 -0.3
H -1.247 -1.788 -1.349 1.7 0.2 -0.5
H -2.563 0.770 -1.704 0.2 -0.7 -1.7
H -4.866 1.477 -1.352 0.8 -2.8 -0.8
H -5.380 -0.322 -1.921 2.2 1.5 1.5
H -3.912 2.650 0.808 -0.3 0.6 -0.3
H -1.834 3.353 1.814 0.2 0.0 0.9
H 1.945 4.491 3.460 0.8 0.8 -0.1
H 2.386 2.974 2.741 2.9 -1.6 -3.2
H 1.883 3.039 4.210 -0.2 -2.5 5.2
```
Forces are in eV/Å.

HOMO-LUMO gap, eV: 8.05
E_HOMO, eV: -8.06
2S+1: 1
ΔE to the lowest compared entry with this formula, charge and spin, kcal/mol: 526.7

***

C24H30N2O6 in the gas phase. Source: OMol25; level of theory: ωB97M-V/def2-TZVPD.

XYZ file:
```
62
Properties=species:S:1:pos:R:3:forces:R:3
C 2.010 -6.659 4.961 -0.1 0.4 -0.2
C 1.999 -5.143 5.005 0.2 -0.1 0.5
O 1.549 -4.661 3.737 -0.1 -0.2 -0.3
C 1.504 -3.339 3.587 0.1 0.3 0.2
O 1.817 -2.552 4.447 0.0 -0.1 -0.1
C 1.029 -2.937 2.233 -0.1 0.0 -0.3
C 0.746 -3.870 1.244 0.0 0.1 -0.1
C 0.309 -3.436 -0.004 0.0 0.2 0.2
C 0.010 -4.462 -1.041 0.0 -0.2 0.1
O 0.194 -5.644 -0.886 0.0 0.1 0.0
O -0.499 -3.921 -2.152 0.0 0.3 0.1
C -0.818 -4.814 -3.221 0.0 -0.5 -0.4
C 0.410 -5.136 -4.061 -0.2 0.2 0.3
C 0.168 -2.078 -0.265 0.1 0.0 0.1
C 0.447 -1.145 0.729 0.1 -0.7 0.2
N 0.300 0.226 0.464 -0.1 0.4 -0.1
C 1.284 1.181 0.644 0.4 0.4 0.0
C 2.649 0.846 1.133 -0.1 0.0 0.1
C 0.778 2.382 0.254 0.0 -0.2 0.1
C -0.567 2.176 -0.173 0.1 -0.8 0.1
C -1.526 3.166 -0.641 0.1 0.1 0.0
O -2.641 2.876 -1.028 0.0 0.1 0.0
C -1.005 4.600 -0.616 -0.4 0.2 -0.2
N -2.015 5.571 -0.974 0.0 -0.1 0.2
C -2.433 5.539 -2.366 0.2 0.1 -0.3
C -1.420 6.215 -3.299 -0.2 -0.2 0.1
O -1.149 7.544 -2.895 -0.1 0.1 0.0
C -0.685 7.585 -1.562 -0.1 0.0 0.3
C -1.694 6.937 -0.603 0.2 0.2 -0.2
C -0.823 0.819 -0.035 -0.4 0.5 -0.1
C -2.084 0.082 -0.292 -0.1 0.0 0.0
C 0.872 -1.579 1.979 -0.1 -0.1 -0.1
H 2.349 -7.049 5.916 0.0 -0.1 0.1
H 1.011 -7.034 4.757 -0.1 -0.1 0.0
H 2.677 -7.006 4.177 0.1 -0.1 0.0
H 1.325 -4.769 5.784 0.1 0.0 -0.1
H 2.999 -4.739 5.201 -0.2 0.0 0.0
H 0.859 -4.926 1.427 0.0 -0.1 0.0
H -1.240 -5.733 -2.800 0.0 0.2 -0.1
H -1.573 -4.291 -3.810 0.1 -0.1 0.1
H 0.858 -4.221 -4.440 0.0 0.1 -0.1
H 1.143 -5.667 -3.459 0.1 -0.1 0.0
H 0.121 -5.764 -4.899 0.0 -0.1 -0.1
H -0.148 -1.751 -1.242 0.0 0.1 -0.1
H 2.976 -0.119 0.749 0.1 0.0 0.0
H 3.346 1.612 0.803 0.0 0.0 0.0
H 2.686 0.806 2.222 0.1 -0.1 0.1
H 1.312 3.311 0.266 0.2 0.2 0.0
H -0.681 4.811 0.407 0.1 0.0 0.0
H -0.109 4.626 -1.261 0.0 0.0 0.1
H -2.600 4.506 -2.666 -0.1 0.1 0.0
H -3.382 6.079 -2.427 0.0 0.0 -0.1
H -1.817 6.285 -4.313 0.0 -0.1 0.0
H -0.480 5.640 -3.327 -0.1 0.0 0.0
H -0.546 8.641 -1.324 0.1 -0.1 0.1
H 0.289 7.073 -1.490 0.0 0.1 0.0
H -1.309 6.960 0.418 0.0 0.0 0.0
H -2.626 7.509 -0.640 0.1 0.1 0.1
H -2.172 -0.786 0.359 0.0 -0.1 0.0
H -2.923 0.755 -0.133 0.0 -0.1 0.0
H -2.135 -0.253 -1.329 -0.1 -0.1 -0.1
H 1.075 -0.876 2.772 0.0 0.1 0.0
```
Forces are in eV/Å.

HOMO-LUMO gap, eV: 7.86
E_HOMO, eV: -7.97
SMILES: CCOC(=O)c1cc(C(=O)OCC)cc(-n2c(C)cc(C(=O)CN3CCOCC3)c2C)c1
2S+1: 1
ΔE to the lowest compared entry with this formula, charge and spin, kcal/mol: 38.8